No. 1
Here is a structure of composition C11H25ClF3NNbO from the Open Molecules 2025 dataset. Energies are from ωB97M-V with the def2-TZVPD basis set.

Structure (XYZ):
```
43
Properties=species:S:1:pos:R:3
C -0.227 3.403 2.372
O 0.979 2.671 2.304
C 0.808 1.247 2.271
Nb 0.052 0.499 0.241
C -2.096 0.151 0.849
C -3.248 -0.058 -0.143
C -3.786 -1.494 -0.152
N -2.788 -2.477 -0.598
C 0.833 -1.526 0.968
C 2.358 -1.733 1.080
C 2.962 -2.744 0.127
F 3.983 -3.413 0.683
F 2.111 -3.687 -0.300
F 3.470 -2.169 -0.982
C 1.668 1.059 -1.206
C 1.350 1.626 -2.552
C 0.763 0.633 -3.542
Cl 2.898 2.361 -3.326
H -0.152 4.132 3.192
H -1.084 2.742 2.570
H -0.424 3.931 1.429
H 1.820 0.832 2.420
H 0.219 0.911 3.147
H -0.689 2.061 -0.452
H -0.608 -0.504 -1.163
H -1.987 -0.750 1.482
H -2.364 0.979 1.524
H -4.089 0.618 0.080
H -2.924 0.192 -1.164
H -4.131 -1.760 0.859
H -4.668 -1.551 -0.809
H -1.980 -2.003 -0.999
H -2.447 -3.036 0.175
H 0.396 -1.624 1.976
H 0.387 -2.327 0.370
H 2.927 -0.807 0.908
H 2.645 -2.084 2.080
H 2.374 0.223 -1.336
H 2.170 1.833 -0.592
H 0.711 2.503 -2.448
H 1.032 -0.393 -3.263
H 1.102 0.834 -4.562
H -0.330 0.700 -3.517
```

Values from the calculation:
**Net charge**: -1
**2S+1**: 1
**LUMO level**: 0.109 Ha
**ΔE to the lowest compared entry with this formula, charge and spin**: 0.329 eV

Results of the Löwdin charge analysis, in e, for atoms 1 through 5: number 1, C, carries -0.169; number 2, O, carries -0.305; number 3, C, carries -0.361; number 4, Nb, carries 1.458; number 5, C, carries -0.377

=====

No. 2
Here is an isolated molecule of H2N2O5Si from the Open Molecules 2025 dataset. Energies are from ωB97M-V with the def2-TZVPD basis set.

Structure (XYZ):
```
10
Properties=species:S:1:pos:R:3
N 1.844 -0.111 0.866
N -1.814 1.042 0.150
O 0.618 0.015 0.410
O -1.075 2.026 0.223
O -2.967 1.009 0.388
O 2.434 -0.933 0.053
O 3.622 -1.309 0.318
Si -0.777 -0.301 -0.450
H -0.725 0.318 -1.729
H -1.159 -1.756 -0.228
```

Values from the calculation:
**Net charge**: 0
**2S+1**: 1
**LUMO level (spin up / spin down)**: -0.032 / -0.044 Ha
**ΔE to the lowest compared entry with this formula, charge and spin**: 5.034 eV

Results of the Löwdin charge analysis, in e, for atoms 1 through 5: number 1, N, carries 0.084; number 2, N, carries -0.517; number 3, O, carries -0.246; number 4, O, carries 0.010; number 5, O, carries 0.070

=====

No. 3
Here is a cluster of 2 separate species, C19H23N2O7 in total from the Open Molecules 2025 dataset. Energies are from ωB97M-V with the def2-TZVPD basis set.

Structure (XYZ):
```
51
Properties=species:S:1:pos:R:3
C 3.418 -2.699 0.633
C 3.004 -1.288 0.872
O 1.573 -1.212 0.554
C 1.057 -0.155 1.202
C -0.454 0.099 1.049
C -1.318 -0.114 -0.154
O -0.915 -0.605 -1.202
C -2.810 0.283 -0.010
C -3.778 -0.908 -0.062
C -3.629 -1.805 1.184
C -2.295 -2.594 1.270
C -1.228 -2.077 2.243
C -1.066 -0.530 2.294
O 1.741 0.557 1.944
H 4.495 -2.764 0.817
H 2.911 -3.376 1.318
H 3.221 -3.035 -0.393
H 3.152 -1.029 1.938
H 3.509 -0.562 0.233
H -2.978 0.892 0.902
H -3.074 0.955 -0.839
H -4.817 -0.535 -0.133
H -3.588 -1.477 -0.996
H -3.802 -1.198 2.080
H -4.443 -2.539 1.169
H -2.534 -3.645 1.493
H -1.834 -2.622 0.276
H -1.413 -2.443 3.263
H -0.270 -2.553 1.968
H -0.414 -0.284 3.143
H -2.018 -0.038 2.498
O 2.625 1.152 -5.585
N 3.257 1.205 -4.511
O 4.504 1.171 -4.451
C 2.503 1.421 -3.309
C 3.143 1.568 -2.061
C 2.368 1.680 -0.898
C 0.962 1.806 -0.978
C 0.103 1.957 0.242
C -1.060 2.712 0.144
N -1.643 3.227 1.298
O -2.448 4.190 1.212
O -1.322 2.665 2.384
C 0.350 1.677 -2.257
C 1.102 1.495 -3.405
H 4.234 1.555 -2.011
H 2.859 1.664 0.075
H 0.660 2.117 1.155
H -1.511 3.009 -0.815
H -0.740 1.655 -2.389
H 0.650 1.371 -4.391
```

Values from the calculation:
**Net charge**: -1
**2S+1**: 1
**LUMO level**: 0.052 Ha
**ΔE to the lowest compared entry with this formula, charge and spin**: 0.000 eV

Results of the Löwdin charge analysis, in e, for atoms 1 through 5: number 1, C, carries -0.082; number 2, C, carries -0.219; number 3, O, carries 0.026; number 4, C, carries -0.471; number 5, C, carries -0.115

=====

No. 4
Here is a structure of composition C7H13CaO3 from the Open Molecules 2025 dataset. Energies are from ωB97M-V with the def2-TZVPD basis set.

Structure (XYZ):
```
24
Properties=species:S:1:pos:R:3
C 2.657 0.265 0.536
C 2.727 -1.139 -0.008
C 1.191 -1.400 0.146
O 0.619 -0.286 -0.597
C -0.531 0.424 -0.050
C -0.979 1.312 -1.252
C -1.646 -0.542 0.344
C -3.044 -0.006 0.225
O -3.937 -0.756 -0.032
O -3.282 1.293 0.453
H 3.602 0.629 0.937
H 1.914 0.254 1.366
H 2.272 0.914 -0.260
H 3.396 -1.791 0.530
H 2.948 -1.138 -1.067
H 0.944 -1.422 1.203
H 0.876 -2.316 -0.343
H -1.431 0.693 -2.023
H -0.089 1.816 -1.675
H -1.654 2.103 -0.941
H -1.513 -0.829 1.381
H -1.569 -1.437 -0.263
H -4.209 1.396 0.688
Ca 0.736 1.962 0.701
```

Values from the calculation:
**Net charge**: +1
**2S+1**: 1
**LUMO level**: -0.171 Ha

Results of the Löwdin charge analysis, in e, for atoms 1 through 5: number 1, C, carries -0.191; number 2, C, carries -0.131; number 3, C, carries -0.182; number 4, O, carries -0.267; number 5, C, carries -0.600

=====

No. 5
Here is a structure of composition C22H28FNO7Ti from the Open Molecules 2025 dataset. Energies are from ωB97M-V with the def2-TZVPD basis set.

Structure (XYZ):
```
60
Properties=species:S:1:pos:R:3
Ti 0.423 -0.403 0.468
C -1.868 -0.871 -2.720
C -1.339 -1.775 -1.626
C -1.582 -3.251 -1.902
O 0.106 -1.574 -1.483
C -1.963 -1.429 -0.260
O -3.117 -1.098 -0.167
O -1.125 -1.572 0.754
H -1.475 -1.186 -3.690
H -1.589 0.167 -2.528
H -2.954 -0.930 -2.747
H -1.114 -3.537 -2.845
H -2.653 -3.441 -1.966
H -1.165 -3.860 -1.100
H 0.397 -1.029 -2.221
C 0.378 6.552 3.393
C 1.560 6.169 2.507
C 2.904 6.590 3.090
C 3.164 5.873 4.408
C 2.866 4.399 4.307
C 3.356 3.528 5.299
C 3.091 2.183 5.188
F 3.557 1.352 6.152
C 2.380 1.631 4.146
C 1.885 2.482 3.137
C 1.170 1.981 2.031
O 0.940 0.663 1.964
C 0.745 2.877 1.001
C 0.947 4.213 1.186
N 1.573 4.725 2.275
C 2.126 3.883 3.259
C 0.157 2.476 -0.310
O -0.316 3.271 -1.089
O 0.237 1.177 -0.589
H 0.381 7.626 3.586
H 0.420 6.030 4.350
H -0.562 6.290 2.909
H 1.433 6.633 1.527
H 2.918 7.672 3.229
H 3.688 6.341 2.371
H 2.567 6.318 5.210
H 4.207 6.005 4.701
H 3.933 3.898 6.135
H 2.189 0.569 4.109
H 0.613 4.923 0.441
C 3.569 0.115 -0.504
C 3.577 -1.066 0.433
O 2.225 -1.532 0.608
C 2.034 -2.499 1.663
C 2.100 -3.908 1.125
H 4.594 0.448 -0.671
H 3.010 0.953 -0.084
H 3.142 -0.148 -1.472
H 3.963 -0.787 1.416
H 4.169 -1.893 0.036
H 1.053 -2.292 2.099
H 2.774 -2.304 2.443
H 1.374 -4.037 0.323
H 1.867 -4.618 1.919
H 3.094 -4.143 0.742
```

Values from the calculation:
**Net charge**: 0
**2S+1**: 3
**LUMO level (spin up / spin down)**: 0.011 / 0.011 Ha
**ΔE to the lowest compared entry with this formula, charge and spin**: 0.000 eV
**Expectation value of S²**: 2.0322

Results of the Löwdin charge analysis, in e, for atoms 1 through 5: number 1, Ti, carries 1.194; number 2, C, carries 0.001; number 3, C, carries -0.496; number 4, C, carries 0.003; number 5, O, carries -0.077

=====

No. 6
Here is a structure of composition C30H23N4O3V from the Open Molecules 2025 dataset. Energies are from ωB97M-V with the def2-TZVPD basis set.

Structure (XYZ):
```
61
Properties=species:S:1:pos:R:3
V 0.290 0.202 -1.266
C 5.979 0.300 -1.167
O 4.560 0.085 -1.191
C 4.128 -1.181 -1.078
C 4.917 -2.314 -0.916
C 4.344 -3.584 -0.826
C 2.979 -3.761 -0.899
C 2.160 -2.636 -1.057
C 0.746 -2.765 -1.194
N -0.082 -1.770 -1.324
N -1.397 -2.124 -1.563
C -2.052 -1.079 -1.920
O -1.341 0.081 -1.973
C -3.461 -1.048 -2.265
C -4.219 -2.217 -2.153
C -5.559 -2.192 -2.488
C -6.144 -1.012 -2.933
C -5.393 0.150 -3.044
C -4.051 0.136 -2.710
C 2.746 -1.371 -1.141
O 1.934 -0.307 -1.281
H 6.118 1.370 -1.282
H 6.462 -0.220 -1.994
H 6.398 -0.026 -0.215
H 5.992 -2.219 -0.863
H 4.993 -4.440 -0.704
H 2.539 -4.747 -0.838
H 0.305 -3.757 -1.233
H -3.753 -3.129 -1.808
H -6.151 -3.093 -2.406
H -7.193 -0.999 -3.196
H -5.854 1.063 -3.394
H -3.461 1.038 -2.799
N 0.659 1.815 -2.540
C 0.536 2.577 -1.338
C 1.663 2.737 -0.519
C 1.499 3.311 0.725
C 0.235 3.717 1.145
C -0.872 3.588 0.311
C -0.734 3.013 -0.936
H 1.583 1.838 -2.962
H -0.062 1.996 -3.235
H 2.636 2.400 -0.857
H 2.355 3.445 1.372
H 0.117 4.163 2.124
H -1.842 3.939 0.636
H -1.585 2.898 -1.595
N -1.873 0.596 8.345
C -1.614 0.546 7.228
C -1.289 0.490 5.830
C -2.143 1.085 4.900
C -1.829 1.039 3.558
C -0.659 0.390 3.140
C 0.190 -0.212 4.077
C -0.124 -0.159 5.419
C -0.338 0.341 1.761
C -0.074 0.279 0.567
H -3.044 1.577 5.239
H -2.485 1.491 2.827
H 1.088 -0.716 3.745
H 0.522 -0.617 6.155
```

Values from the calculation:
**Net charge**: +2
**2S+1**: 1
**LUMO level**: -0.313 Ha
**ΔE to the lowest compared entry with this formula, charge and spin**: 0.000 eV

Results of the Löwdin charge analysis, in e, for atoms 1 through 5: number 1, V, carries 1.040; number 2, C, carries -0.025; number 3, O, carries -0.060; number 4, C, carries -0.204; number 5, C, carries 0.047

=====

Number 5 is which compound?
C22H28FNO7Ti

=====

Which value of 2S+1 does entry 5 give?
3

=====

Which formula does entry 6 have?
C30H23N4O3V

=====

Look up the 2S+1 of the third one.
1